Record 1
{"formula": "C40H28Br2FN8O7PtS", "method": "the ωB97M-V functional and the def2-TZVPD basis", "orbital_gap_ha": [0.2365, 0.2004], "s_squared": 6.094, "homo_ev": [-4.15, -4.97], "relative_energy_ev": 3.165, "multiplicity": 5, "total_charge": -1, "e_tot_ev": -225072.0857, "species": ["Pt", "Br", "C", "C", "C", "Br", "C", "C", "C", "C", "N", "C", "C", "O", "H", "H", "H", "H", "F", "C", "C", "N", "C", "C", "O", "O", "C", "O", "N", "C", "O", "H", "H", "H", "H", "N", "C", "C", "C", "C", "C", "C", "H", "H", "H", "H", "H", "O", "C", "N", "C", "C", "O", "N", "C", "C", "C", "C", "C", "C", "C", "C", "C", "C", "C", "C", "H", "H", "H", "H", "H", "H", "H", "H", "H", "H", "H", "S", "C", "N", "C", "C", "C", "N", "H", "H", "H", "H"], "xyz": [[-0.200, 0.426, 0.076], [3.987, 2.042, 2.370], [3.817, 0.218, 1.955], [4.793, -0.660, 2.418], [4.699, -1.995, 2.140], [6.006, -3.170, 2.869], [3.671, -2.504, 1.327], [3.507, -3.853, 0.957], [2.506, -4.194, 0.089], [1.694, -3.181, -0.448], [1.776, -1.936, -0.059], [2.701, -1.587, 0.840], [2.681, -0.203, 1.257], [1.686, 0.582, 1.014], [5.600, -0.279, 3.028], [4.185, -4.600, 1.347], [2.356, -5.223, -0.204], [0.956, -3.403, -1.209], [1.176, -2.974, 4.343], [0.114, -2.271, 3.880], [-0.692, -2.828, 2.961], [-1.827, -2.226, 2.524], [-2.454, -2.731, 1.322], [-1.675, -2.514, -0.043], [-1.918, -3.356, -0.897], [-0.804, -1.584, -0.214], [-2.231, -1.020, 3.230], [-4.484, -0.703, 1.831], [-1.081, -0.267, 3.619], [-0.020, -0.873, 4.273], [0.752, -0.257, 4.976], [-0.476, -3.803, 2.544], [-3.433, -2.277, 1.203], [-2.563, -3.815, 1.416], [-1.276, 0.694, 3.881], [-1.725, 0.760, -0.933], [-1.812, 0.889, -2.240], [-3.005, 1.368, -2.852], [-3.076, 1.530, -4.213], [-1.989, 1.215, -5.026], [-0.813, 0.736, -4.449], [-0.709, 0.569, -3.093], [-3.839, 1.608, -2.208], [-3.980, 1.923, -4.659], [-2.059, 1.341, -6.097], [0.036, 0.501, -5.076], [0.191, 0.196, -2.619], [1.189, 2.847, -1.907], [0.669, 3.223, -0.882], [0.503, 4.523, -0.489], [-0.201, 4.648, 0.768], [-0.365, 3.149, 1.122], [-0.892, 2.738, 2.141], [0.109, 2.416, 0.103], [-1.638, 5.117, 0.608], [-2.403, 5.407, 1.736], [-3.748, 5.709, 1.607], [-4.351, 5.700, 0.358], [-3.600, 5.388, -0.763], [-2.252, 5.094, -0.639], [0.636, 5.374, 1.801], [0.400, 6.695, 2.163], [1.209, 7.311, 3.106], [2.272, 6.626, 3.673], [2.523, 5.316, 3.300], [1.705, 4.694, 2.372], [0.920, 5.298, -0.973], [-1.943, 5.368, 2.712], [-4.332, 5.931, 2.489], [-5.407, 5.912, 0.263], [-4.068, 5.352, -1.738], [-1.681, 4.819, -1.514], [-0.423, 7.236, 1.717], [1.001, 8.331, 3.399], [2.897, 7.115, 4.408], [3.350, 4.766, 3.725], [1.896, 3.668, 2.095], [-3.284, 0.141, 2.138], [-3.120, -1.333, 4.415], [-4.077, -2.338, 4.250], [-4.974, -2.534, 5.310], [-4.829, -1.836, 6.463], [-3.808, -0.868, 6.546], [-2.984, -0.645, 5.492], [-4.422, -2.468, 3.309], [-5.734, -3.282, 5.145], [-5.506, -1.993, 7.289], [-3.642, -0.252, 7.414]], "forces_ev_per_angstrom": [[0.32, 0.36, 0.68], [0.13, 0.18, 0.11], [-0.72, 0.09, -0.26], [0.11, -0.47, 0.00], [0.33, 0.12, 0.24], [0.06, -0.02, 0.02], [-0.25, 0.21, -0.01], [-0.08, -0.05, -0.14], [0.23, -0.07, 0.08], [-0.08, 0.09, 0.06], [-0.07, -0.05, -0.35], [0.32, 0.01, 0.16], [0.32, -0.37, 0.29], [-0.63, -0.17, -0.39], [0.02, -0.01, -0.02], [0.00, -0.01, 0.04], [0.00, -0.05, -0.07], [-0.17, -0.03, 0.02], [-0.18, 0.28, -0.01], [0.10, -0.61, -0.17], [0.39, 0.10, 0.50], [-0.38, 0.55, -0.31], [0.68, 0.22, -0.85], [0.17, 0.02, 0.31], [-0.23, -0.11, -0.01], [-0.20, 0.09, 0.60], [0.10, 0.05, -0.36], [-0.40, 0.46, 0.07], [-0.41, 0.54, -0.32], [0.30, 0.33, 0.00], [-0.08, -0.14, -0.03], [0.04, -0.02, -0.02], [0.06, -0.31, -0.08], [-0.09, 0.10, -0.07], [0.36, -0.10, 0.10], [0.42, -0.19, 0.01], [-0.28, 0.12, -0.98], [0.01, -0.05, 0.34], [-0.09, 0.10, -0.10], [0.06, -0.03, 0.14], [0.04, -0.01, -0.20], [-0.07, -0.05, 0.47], [-0.07, 0.04, 0.00], [-0.06, -0.04, 0.01], [0.01, 0.02, -0.04], [0.03, -0.03, -0.02], [0.00, 0.06, -0.16], [0.06, -0.04, -0.13], [0.08, -0.24, -0.19], [-0.14, 0.26, 0.15], [0.00, -0.18, -0.10], [-0.24, -0.24, 0.71], [0.04, 0.18, -0.20], [-0.09, -0.49, -0.06], [-0.04, 0.12, -0.04], [-0.02, 0.02, -0.09], [0.03, -0.02, 0.07], [-0.06, 0.00, -0.05], [-0.10, -0.01, -0.01], [0.07, 0.04, 0.04], [-0.06, 0.05, 0.11], [0.01, -0.11, -0.08], [0.02, 0.09, -0.02], [-0.01, 0.09, 0.06], [-0.03, -0.06, -0.13], [-0.07, 0.08, 0.03], [0.07, -0.11, -0.07], [0.01, 0.01, 0.06], [-0.04, 0.01, 0.05], [-0.05, 0.04, 0.00], [-0.01, 0.02, -0.04], [0.05, 0.02, -0.02], [-0.05, 0.04, 0.02], [0.02, 0.07, 0.01], [0.04, 0.01, 0.04], [0.05, -0.02, 0.09], [-0.02, -0.08, 0.00], [0.63, -0.46, 0.16], [-0.43, -0.19, 0.39], [0.16, 0.31, 0.18], [-0.18, -0.21, -0.13], [0.19, 0.26, -0.09], [-0.30, -0.14, 0.36], [0.36, -0.05, -0.52], [0.07, -0.11, 0.03], [-0.04, 0.00, 0.02], [-0.03, -0.09, 0.01], [-0.07, -0.03, 0.11]], "lowdin_spin": [0.4978, 0.0024, 0.0127, -0.0019, 0.0120, 0.0023, -0.0001, 0.0028, -0.0015, 0.0042, 0.0029, 0.0029, -0.0027, 0.0570, -0.0004, 0.0003, -0.0002, 0.0002, 0.0003, 0.0013, 0.0028, 0.0125, 0.0024, 0.0014, 0.0001, 0.0096, 0.0345, 0.4250, 0.0043, 0.0000, -0.0011, 0.0003, -0.0002, 0.0002, 0.0013, 0.8745, 0.0853, 0.1427, -0.0088, 0.1639, -0.0082, 0.1552, 0.0072, -0.0041, 0.0101, -0.0032, 0.0048, 0.0020, 0.0006, -0.0001, -0.0001, -0.0003, -0.0014, 0.0040, 0.0001, 0.0000, 0.0000, 0.0000, 0.0001, 0.0002, 0.0000, 0.0000, 0.0000, 0.0000, 0.0000, 0.0000, 0.0000, 0.0000, 0.0000, 0.0000, 0.0000, 0.0000, 0.0000, 0.0000, 0.0000, 0.0000, 0.0000, 0.5091, 0.1237, 0.2051, 0.2184, 0.0343, 0.3258, 0.0363, 0.0087, 0.0134, -0.0054, 0.0207]}

=====

Record 2
{"formula": "C2H10N2O", "method": "the ωB97M-V functional and the def2-TZVPD basis", "orbital_gap_ha": [0.4578, 0.1519], "s_squared": 0.757, "homo_ev": [-15.69, -13.97], "relative_energy_ev": 2.048, "multiplicity": 2, "total_charge": 1, "e_tot_ev": -7253.1794, "species": ["N", "C", "C", "N", "H", "H", "H", "H", "H", "H", "H", "H", "H", "H", "O"], "xyz": [[0.843, 1.902, 0.741], [0.344, 1.189, -0.453], [0.488, -0.290, -0.195], [-0.586, -1.113, -0.882], [1.835, 1.866, 0.602], [0.614, 2.882, 0.706], [-0.729, 1.443, -0.540], [0.917, 1.517, -1.257], [0.546, -0.560, 0.813], [1.484, -0.580, -0.608], [-1.065, -0.445, -1.434], [0.014, -1.742, -1.463], [-0.987, -1.788, 0.814], [-2.055, -2.586, 1.583], [-1.663, -1.695, 1.572]], "forces_ev_per_angstrom": [[0.08, -0.34, -1.93], [-2.42, 0.65, 3.98], [0.44, -1.01, -2.52], [4.35, 0.51, 0.24], [0.91, 0.02, 0.92], [-0.51, 0.37, 0.33], [0.46, 0.06, -0.42], [0.84, 0.25, -1.99], [-0.11, 0.08, 1.89], [-0.60, -0.47, 0.17], [-1.61, 0.10, -0.84], [-1.65, -0.07, 0.21], [-1.49, 0.15, 1.60], [-0.15, 0.21, 0.30], [1.44, -0.52, -1.94]], "nbo_charge": [-0.6281, -0.2638, -0.2681, -0.5497, 0.3661, 0.3920, 0.2245, 0.2459, 0.2641, 0.2378, 0.3987, 0.4117, 0.4665, 0.4905, -0.7881]}

=====

Record 3
{"formula": "C24H24Br2N7O10Ti", "method": "the ωB97M-V functional and the def2-TZVPD basis", "orbital_gap_ha": 0.2664, "homo_ev": -17.43, "relative_energy_ev": 0.000, "total_charge": 3, "e_tot_ev": -219354.2246, "species": ["Ti", "C", "N", "C", "C", "O", "C", "O", "C", "C", "O", "N", "C", "C", "H", "H", "H", "H", "H", "H", "H", "H", "H", "H", "H", "H", "H", "H", "H", "H", "Br", "C", "C", "C", "N", "C", "C", "C", "C", "C", "Br", "C", "C", "N", "H", "H", "H", "H", "H", "H", "O", "N", "O", "C", "C", "C", "C", "O", "C", "C", "N", "O", "O", "N", "O", "O", "H", "H"], "xyz": [[-0.327, -0.311, 0.457], [-4.281, 2.163, -0.046], [-2.969, 2.717, -0.418], [-3.023, 4.015, -1.108], [-1.864, 2.089, -0.169], [-1.852, 0.931, 0.398], [-0.510, 2.658, -0.538], [0.475, 1.822, 0.077], [1.204, 2.384, 1.169], [1.007, 1.472, 2.362], [0.299, 0.418, 2.167], [1.522, 1.753, 3.517], [1.351, 0.868, 4.681], [2.377, 2.928, 3.749], [-4.819, 2.913, 0.530], [-4.845, 1.949, -0.953], [-4.162, 1.264, 0.547], [-3.445, 4.762, -0.437], [-2.045, 4.339, -1.445], [-3.672, 3.918, -1.976], [-0.378, 2.599, -1.619], [-0.397, 3.690, -0.214], [2.260, 2.434, 0.901], [0.846, 3.389, 1.393], [0.698, 0.039, 4.435], [2.328, 0.502, 4.992], [0.917, 1.445, 5.496], [2.235, 3.690, 2.991], [2.122, 3.354, 4.716], [3.422, 2.622, 3.764], [-4.954, -4.807, -1.559], [-3.729, -3.547, -0.974], [-3.778, -2.236, -1.436], [-2.858, -1.333, -0.959], [-1.904, -1.664, -0.070], [-1.832, -2.946, 0.346], [-2.729, -3.903, -0.072], [-0.701, -3.220, 1.247], [-0.480, -4.439, 1.845], [0.632, -4.603, 2.666], [0.964, -6.233, 3.479], [1.481, -3.519, 2.865], [1.188, -2.326, 2.249], [0.121, -2.160, 1.439], [-4.522, -1.925, -2.155], [-2.871, -0.312, -1.309], [-2.663, -4.922, 0.277], [-1.155, -5.266, 1.689], [2.355, -3.604, 3.494], [1.828, -1.471, 2.390], [3.903, 0.028, -6.208], [4.299, -0.132, -5.081], [5.438, -0.273, -4.710], [3.254, -0.196, -4.025], [3.643, -0.410, -2.724], [2.658, -0.460, -1.753], [1.304, -0.333, -2.067], [0.350, -0.536, -1.159], [0.974, -0.088, -3.396], [1.930, -0.037, -4.388], [-0.440, 0.112, -3.750], [-0.823, -0.333, -4.793], [-1.122, 0.749, -2.950], [3.045, -0.662, -0.363], [2.277, -0.222, 0.518], [4.088, -1.183, -0.117], [4.692, -0.527, -2.480], [1.662, 0.123, -5.425]], "forces_ev_per_angstrom": [[0.64, 0.29, 0.07], [-0.04, 0.00, 0.00], [-0.07, -0.02, 0.00], [-0.05, 0.03, 0.00], [0.02, -0.05, 0.04], [0.12, -0.04, -0.12], [0.00, -0.03, 0.01], [-0.02, 0.05, -0.03], [-0.02, -0.04, 0.01], [-0.13, -0.01, -0.01], [-0.20, 0.03, 0.06], [0.03, -0.06, 0.06], [0.01, 0.00, 0.03], [0.04, 0.00, 0.04], [0.02, 0.02, 0.00], [0.02, 0.00, -0.02], [0.03, 0.01, 0.00], [0.01, -0.02, 0.03], [0.04, -0.02, 0.00], [0.00, -0.03, 0.00], [0.00, 0.01, 0.00], [0.00, 0.01, 0.00], [0.01, 0.01, 0.00], [0.00, 0.01, 0.00], [0.00, 0.01, -0.03], [0.02, 0.01, -0.02], [-0.01, 0.02, -0.02], [-0.02, 0.00, -0.03], [-0.03, -0.01, 0.00], [-0.01, -0.03, 0.00], [0.01, 0.01, 0.00], [-0.04, -0.02, -0.04], [-0.03, 0.01, -0.01], [0.01, 0.03, 0.01], [0.05, 0.03, 0.03], [0.03, 0.06, 0.02], [0.00, -0.07, 0.04], [0.01, 0.09, -0.01], [-0.06, -0.06, -0.02], [0.04, -0.05, 0.05], [0.00, 0.02, -0.01], [0.02, 0.01, 0.02], [-0.04, 0.01, -0.02], [-0.04, 0.00, 0.04], [0.00, 0.00, 0.00], [0.03, -0.02, 0.00], [0.00, 0.00, -0.01], [0.00, 0.00, -0.01], [0.00, 0.01, 0.00], [0.00, 0.00, -0.02], [-0.01, 0.09, -0.03], [-0.06, -0.21, -0.04], [0.07, 0.07, 0.04], [-0.04, 0.07, -0.06], [0.13, -0.02, 0.11], [-0.09, -0.08, 0.02], [0.03, 0.07, 0.06], [-0.34, -0.20, -0.12], [-0.08, -0.02, 0.05], [0.03, 0.01, -0.13], [-0.04, 0.05, -0.12], [0.01, -0.01, 0.03], [-0.01, 0.01, 0.05], [0.12, 0.11, 0.00], [-0.09, -0.17, 0.01], [-0.02, 0.01, -0.01], [-0.02, 0.00, 0.01], [0.00, 0.00, 0.00]], "nbo_charge": [1.8363, -0.4297, -0.2950, -0.4218, 0.6829, -0.6821, -0.1606, -0.5132, -0.1507, 0.6930, -0.6843, -0.2981, -0.4271, -0.4247, 0.2497, 0.2400, 0.2407, 0.2483, 0.2210, 0.2528, 0.2717, 0.2392, 0.2574, 0.2371, 0.2382, 0.2411, 0.2483, 0.2204, 0.2549, 0.2467, 0.2590, -0.0168, -0.2446, 0.0961, -0.5001, 0.1827, -0.2289, 0.2681, -0.2478, -0.0158, 0.2612, -0.2496, 0.0927, -0.5339, 0.2713, 0.2309, 0.2611, 0.2609, 0.2713, 0.2385, -0.3113, 0.5290, -0.3171, 0.0380, -0.1096, -0.0486, 0.3916, -0.6495, -0.0201, -0.1028, 0.5375, -0.2584, -0.4394, 0.5534, -0.4696, -0.2293, 0.3079, 0.3092]}